Model A:
# C3H5IN2

A single C3H5IN2 molecule (ωB97M-V/def2-TZVPD, the Open Molecules 2025 dataset).

```
11
Properties=species:S:1:pos:R:3:nbo_charge:R:1
C -0.49041 -0.75067 0.88216 -0.60
C -0.24048 0.21394 -0.31480 -0.18
C -0.16728 1.52319 0.27359 0.26
N -0.32356 2.47485 0.88901 -0.29
N 0.95346 -0.35970 -0.92268 -0.77
I 2.20000 0.79791 -2.06225 0.29
H 0.32125 -1.13208 1.39503 0.23
H -0.99754 -1.63060 0.56844 0.22
H -0.90522 -0.04667 1.65480 0.24
H -1.04347 0.09517 -1.03843 0.22
H 0.69324 -1.18534 -1.32487 0.36
```

Output
Spin multiplicity ... 1
Gap between HOMO and LUMO ... 8.66 eV

Model B:
# C3H5IN2

A molecular structure, C3H5IN2 (ωB97M-V/def2-TZVPD, the Open Molecules 2025 dataset).

```
11
Properties=species:S:1:pos:R:3:nbo_charge:R:1
C -0.05935 -0.43583 -0.69891 -0.02
C -0.54281 -1.50135 0.06418 -0.30
C -0.10691 1.72946 0.54955 -0.19
N 0.20488 0.79363 -0.43948 -0.36
N -0.48521 1.48223 1.84372 -0.61
I -0.66073 3.07815 2.96797 0.34
H 0.26686 -0.73181 -1.74045 0.17
H -0.49078 -2.43909 -0.31706 0.20
H -0.80088 -1.13934 0.96599 0.20
H 0.63086 2.51191 0.45100 0.23
H -0.97244 2.13068 0.10342 0.34
```

Output
Spin multiplicity ... 1
Gap between HOMO and LUMO ... 5.19 eV

Short version: model B is the least stable of them.

Model A:
# C5H8NO

A molecular structure, C5H8NO (ωB97M-V/def2-TZVPD, the Open Molecules 2025 dataset).

```
15
Properties=species:S:1:pos:R:3:nbo_charge:R:1
C 1.01355 0.42903 0.23025 0.15
C 2.27575 0.63381 0.45750 -0.36
C -1.12921 0.89320 0.25982 0.31
C -0.21558 -0.22964 0.20017 0.12
C -0.38829 -1.71100 0.06637 -0.64
N 0.00551 0.88764 -0.72745 -0.45
O -2.45344 0.72869 -0.19792 -0.68
H 2.73149 1.21110 -0.31935 0.25
H 2.73435 0.02495 1.20378 0.26
H -0.90578 1.85238 1.27847 0.22
H -0.44385 -2.17757 1.13138 0.28
H 0.41868 -2.07314 -0.56033 0.25
H -1.34437 -2.01257 -0.33023 0.26
H 0.22794 1.24387 -1.70741 0.48
H -2.97104 1.56457 -0.37036 0.53
```

Output
Total charge ... +1
Spin multiplicity ... 1
Gap between HOMO and LUMO ... 11.73 eV

Model B:
# C5H8NO

A gas-phase ion, C5H8NO (charge +1) (ωB97M-V/def2-TZVPD, the Open Molecules 2025 dataset).

```
15
Properties=species:S:1:pos:R:3:nbo_charge:R:1
C -1.92439 0.45575 0.95290 -0.28
C -1.54194 -0.16219 -0.19285 -0.09
N -0.22314 -0.37919 -0.63775 -0.34
C 0.15730 -1.51164 -1.11822 0.11
C 0.99674 0.72311 -0.49790 0.75
C 1.73379 0.64222 0.75233 -0.76
O 1.24765 1.34260 -1.46212 -0.40
H -2.93519 0.40511 1.17790 0.24
H -1.24920 1.02645 1.56992 0.21
H -2.36217 -0.72129 -0.73525 0.24
H 1.16667 -1.62877 -1.47401 0.23
H -0.55535 -2.27521 -1.37418 0.23
H 2.74568 0.16852 0.55225 0.31
H 1.68885 1.78165 1.02529 0.30
H 1.05471 0.13288 1.46170 0.25
```

Output
Total charge ... +1
Spin multiplicity ... 1
Gap between HOMO and LUMO ... 9.59 eV

Model C:
# C5H8NO

A gas-phase ion, C5H8NO (charge +1) (ωB97M-V/def2-TZVPD, the Open Molecules 2025 dataset).

```
15
Properties=species:S:1:pos:R:3:nbo_charge:R:1
C 2.22962 1.58713 -0.35071 -0.08
C 1.49068 0.81331 0.20212 -0.11
C 0.42263 -0.13104 0.44331 -0.22
C 0.96037 -1.54592 0.36493 0.44
O 0.27598 -2.31665 -0.23057 -0.49
N -0.69612 -0.07835 -0.54978 -0.52
C -1.95274 0.47070 -0.05350 -0.39
H 3.06673 2.23260 -0.35035 0.27
H -0.07969 -0.11075 1.41127 0.27
H 1.82300 -1.94431 0.94757 0.20
H -0.82123 -1.13457 -0.81609 0.47
H -0.15387 0.29595 -1.32491 0.45
H -1.82636 1.49420 0.01743 0.23
H -2.65289 0.28588 -0.76185 0.24
H -2.08609 0.08180 1.05114 0.24
```

Output
Total charge ... +1
Spin multiplicity ... 1
Gap between HOMO and LUMO ... 11.05 eV

Short version: model A is the least stable of them.

Model A:
# C5H8NO

2 unconnected molecules or ions with the total composition C5H8NO (ωB97M-V/def2-TZVPD, the Open Molecules 2025 dataset).

```
15
Properties=species:S:1:pos:R:3:nbo_charge:R:1
C 1.36705 -0.91231 0.86545 -0.10
C 2.53622 -0.72451 0.27270 0.10
C 1.24235 0.80505 -0.52236 0.40
C -2.08886 0.06541 -0.74163 -0.70
C -1.45049 0.53109 0.49037 0.05
N 0.48167 0.02841 0.22237 -0.39
O 2.46123 0.37582 -0.50996 -0.34
H 1.09573 -1.58948 1.67267 0.26
H 3.41758 -1.36152 0.21366 0.26
H 1.00897 1.69240 -0.95636 0.22
H -3.03048 0.01329 -0.31355 0.27
H -1.91960 -0.96308 -1.06790 0.27
H -2.20481 0.67611 -1.62798 0.25
H -1.63985 -0.16230 1.30735 0.23
H -1.27670 1.52563 0.69518 0.22
```

Output
Total charge ... +1
Spin multiplicity ... 1
Gap between HOMO and LUMO ... 10.57 eV

Model B:
# C5H8NO

A gas-phase ion, C5H8NO (charge +1) (ωB97M-V/def2-TZVPD, the Open Molecules 2025 dataset).

```
15
Properties=species:S:1:pos:R:3:nbo_charge:R:1
C 1.86570 -0.85771 -0.40874 -0.18
C 0.42463 -2.20960 0.88531 0.00
C 1.27487 0.14842 0.09136 0.69
C -1.13751 1.32234 -1.05761 -0.65
C -0.81835 1.42846 0.38177 -0.06
N 1.19365 -2.08821 -0.11927 -0.32
O 0.39432 0.71839 0.74675 -0.35
H 2.73167 -0.97689 -0.99627 0.29
H -0.02765 -3.14562 1.14706 0.22
H 0.07241 -1.43711 1.66916 0.17
H -0.36798 1.74877 -1.66047 0.23
H -1.06224 0.25594 -1.17682 0.22
H -2.10274 1.68959 -1.32241 0.27
H -1.77421 1.02149 1.03394 0.25
H -0.66656 2.38173 0.78624 0.23
```

Output
Total charge ... +1
Spin multiplicity ... 1
Gap between HOMO and LUMO ... 9.14 eV

Model C:
# C5H8NO

A gas-phase ion, C5H8NO (charge +1) (ωB97M-V/def2-TZVPD, the Open Molecules 2025 dataset).

```
15
Properties=species:S:1:pos:R:3:nbo_charge:R:1
C -1.44454 0.62144 0.28649 -0.40
C -1.45263 -0.82848 -0.02279 -0.25
C 0.03011 0.96636 0.02183 -0.53
C 3.11108 0.19756 0.48258 0.17
C 0.76391 -0.30864 -0.18703 0.76
N -0.14193 -1.34595 -0.19720 -0.46
O 2.19721 -0.07527 -0.30473 -0.45
H -2.24746 1.18193 -0.47784 0.25
H -1.79560 0.92539 1.19378 0.25
H -2.01664 -1.37624 0.84352 0.26
H -1.96152 -1.03906 -0.98334 0.24
H 0.18872 1.66560 -0.79615 0.29
H 0.54514 1.40759 0.77028 0.27
H 0.19483 -2.25860 -0.59212 0.47
H 4.02931 0.26637 -0.03727 0.13
```

Output
Total charge ... +1
Spin multiplicity ... 1
Gap between HOMO and LUMO (spin up / spin down) ... 7.59 / 7.59 eV

Model D:
# C5H8NO

A molecular structure, C5H8NO (ωB97M-V/def2-TZVPD, the Open Molecules 2025 dataset).

```
15
Properties=species:S:1:pos:R:3:nbo_charge:R:1
C 0.60192 -1.14628 0.43136 -0.39
C -0.74712 -1.09000 0.49403 0.12
C 1.10615 0.04517 -0.03439 0.48
C 2.50961 0.39928 -0.35775 -0.68
C -2.54530 0.63315 -0.13589 -0.44
N -1.25502 0.03323 0.14802 -0.01
O 0.15382 0.94428 -0.21651 -0.25
H 1.28977 -1.91993 0.65036 0.27
H -1.31225 -2.02585 0.84041 0.30
H 3.13142 -0.32863 -0.03722 0.25
H 2.73817 0.74787 -1.41410 0.29
H 2.81176 1.32153 0.30566 0.28
H -3.16816 0.00067 -0.76891 0.26
H -3.07955 0.85425 0.81341 0.25
H -2.23521 1.53126 -0.71847 0.28
```

Output
Total charge ... +1
Spin multiplicity ... 1
Gap between HOMO and LUMO ... 9.16 eV

Short version: model C is the least stable of them.

Model A:
# C5H8NO

A gas-phase ion, C5H8NO (charge +1) (ωB97M-V/def2-TZVPD, the Open Molecules 2025 dataset).

```
15
Properties=species:S:1:pos:R:3:nbo_charge:R:1
C -2.22411 0.00129 0.40034 0.11
N -1.05771 0.04721 0.99591 -0.39
C 0.01262 0.81418 0.42579 -0.10
C 1.49800 0.63906 0.56943 -0.36
C 0.72387 0.23706 -0.86092 -0.28
C 0.80456 -1.16087 -1.19099 0.36
O 0.39229 -1.81980 -0.25080 -0.56
H -2.72028 -0.92693 0.28569 0.25
H -2.37694 0.72826 -0.51587 0.23
H -0.64123 -0.52840 1.84009 0.49
H -0.51110 1.71825 -0.09689 0.26
H 1.73885 -0.30041 1.07943 0.25
H 2.27250 1.35915 0.94713 0.28
H 0.69550 0.98721 -1.65873 0.25
H 1.39318 -1.79525 -1.96961 0.21
```

Output
Total charge ... +1
Spin multiplicity ... 1
Gap between HOMO and LUMO ... 8.27 eV

Model B:
# C5H8NO

A gas-phase ion, C5H8NO (charge +1) (ωB97M-V/def2-TZVPD, the Open Molecules 2025 dataset).

```
15
Properties=species:S:1:pos:R:3:nbo_charge:R:1
C -1.68680 -1.04687 -0.95295 -0.54
C -2.36559 -1.02616 0.41686 0.13
C -1.40566 0.32625 -1.16753 0.07
C -0.01506 0.78488 1.23315 -0.63
C -0.90209 1.13432 -0.06422 0.08
N -2.83279 0.09457 0.80594 -0.05
O -2.21180 1.03964 -0.09083 -0.17
H -0.79455 -1.75846 -0.92071 0.30
H -2.47604 -1.67488 -1.48341 0.30
H -2.39652 -2.02702 0.91467 0.27
H 0.27997 -0.19838 1.11537 0.22
H -0.56324 0.74597 2.16143 0.26
H 0.75174 1.56814 1.10652 0.26
H -0.55615 2.13240 -0.42456 0.24
H -1.29464 0.85958 -2.05592 0.27
```

Output
Total charge ... +1
Spin multiplicity ... 1
Gap between HOMO and LUMO ... 12.13 eV

Short version: model B is the least stable of them.

Model A:
# C2H4N2S3

A single C2H4N2S3 molecule (ωB97M-V/def2-TZVPD, the Open Molecules 2025 dataset).

```
11
Properties=species:S:1:pos:R:3:nbo_charge:R:1
C 0.61523 -1.54716 -0.91097 -0.20
C 0.12560 0.12842 1.09615 -0.27
N 0.27770 -0.57037 -1.53831 -0.23
N 0.42091 0.94567 0.04447 -0.56
S 1.12646 -1.44385 0.76124 0.24
S -1.72182 -0.15074 1.54400 -0.11
S -0.54716 2.19644 -0.36845 0.33
H 1.08996 -2.40849 -1.41868 0.24
H 0.59873 0.38526 2.07450 0.25
H -2.22924 -0.00790 0.16035 0.17
H 0.24362 2.47272 -1.44431 0.13
```

Output
Spin multiplicity ... 1
Gap between HOMO and LUMO (spin up / spin down) ... 8.02 / 7.81 eV

Model B:
# C2H4N2S3

3 unconnected molecules or ions with the total composition C2H4N2S3 (ωB97M-V/def2-TZVPD, the Open Molecules 2025 dataset).

```
11
Properties=species:S:1:pos:R:3:nbo_charge:R:1
C 1.50118 -0.31822 -0.78628 -0.15
C 0.13659 -0.20379 1.20471 -0.16
N 0.56253 0.51142 -0.91007 -0.23
N -0.15970 0.60989 0.17408 -0.38
S -1.04689 2.03036 0.42508 0.25
S 1.52793 -1.22457 0.69972 0.38
S -0.70912 -0.15672 2.56838 -0.07
H 2.31794 -0.20672 -1.46254 0.23
H -1.18352 -1.76419 -0.22745 -0.02
H -1.81104 -1.57689 -0.77756 0.02
H -1.13592 2.29942 -0.90808 0.13
```

Output
Spin multiplicity ... 1
Gap between HOMO and LUMO ... 8.65 eV

Short version: model A is the least stable of them.